[1]
{"formula": "C4H8BrNS", "method": "ωB97M-V/def2-TZVPD", "smiles": "CC/C=C(\\Br)SN", "molar_mass_g_mol": 182.1, "charge": 0, "orbital_gap_ev": 8.892, "energy_ha": -3184.0744, "de_lowest_kcal_mol": 0.00, "elements": ["C", "C", "C", "C", "Br", "S", "N", "H", "H", "H", "H", "H", "H", "H", "H"], "positions_angstrom": [[-1.96704, 1.52097, 0.19835], [-0.57392, 1.17564, -0.27589], [0.26927, -0.03682, 0.02976], [1.55064, 0.04533, 0.03175], [2.78256, 1.44205, -0.03811], [2.49722, -1.73386, 0.17671], [1.07108, -2.77606, 0.28852], [-1.99456, 1.47549, 1.34677], [-2.68403, 0.68110, -0.01068], [-2.17075, 2.44350, -0.33179], [-0.56333, 1.11649, -1.34013], [0.04461, 1.98157, -0.09572], [-0.12114, -0.99368, 0.17090], [1.28527, -3.78672, 0.42499], [0.57410, -2.55500, -0.57543]], "forces_ev_per_a": [[-0.1, -2.7, 1.9], [-0.1, -1.5, -0.6], [-1.9, 2.2, 0.3], [3.4, -3.7, 0.8], [-0.2, 0.0, -0.1], [-1.1, 1.5, 0.0], [0.4, 0.6, -0.1], [0.0, 1.1, -1.6], [0.4, 1.0, -0.5], [-0.8, 0.2, 0.6], [-0.5, 0.2, -1.2], [1.3, 2.0, 0.6], [-1.0, -1.2, 0.2], [0.0, 1.4, -0.4], [0.1, -1.1, 0.1]], "lowdin_charge": [-0.10, -0.28, -0.24, -0.93, 0.73, 0.69, -0.38, 0.10, 0.08, 0.07, 0.11, 0.04, 0.06, 0.04, 0.01]}

***

[2]
{"formula": "C28H39F15IO16PS", "method": "ωB97M-V/def2-TZVPD", "molar_mass_g_mol": 1106.5, "charge": 0, "orbital_gap_ev": 8.784, "energy_ha": -4829.2832, "elements": ["O", "C", "O", "C", "C", "C", "C", "O", "S", "O", "O", "C", "C", "C", "P", "O", "I", "H", "H", "H", "H", "H", "H", "H", "H", "H", "H", "H", "H", "H", "H", "C", "C", "O", "C", "O", "C", "F", "F", "F", "H", "H", "H", "H", "H", "C", "C", "O", "C", "O", "C", "F", "F", "F", "H", "H", "H", "H", "H", "C", "C", "O", "C", "O", "C", "F", "F", "F", "H", "H", "H", "H", "H", "C", "C", "O", "C", "O", "C", "F", "F", "F", "H", "H", "H", "H", "H", "C", "C", "O", "C", "O", "C", "F", "F", "F", "H", "H", "H", "H", "H"], "positions_angstrom": [[3.19336, 1.46586, -2.23152], [2.79147, 1.13556, -0.98833], [1.68278, 1.96707, -0.43634], [3.45535, -0.14254, -0.15006], [2.89933, -1.50184, -0.95240], [1.47480, -1.88636, -0.21600], [0.50608, -2.88843, -1.07140], [-0.46470, -3.58910, -0.16434], [-1.29268, -2.48451, 0.82789], [-2.12306, -3.37904, 1.82690], [-2.43674, -1.69141, -0.15278], [-1.86578, -0.44346, -0.68159], [-0.84353, -0.63236, -1.94826], [-0.39291, -2.19428, -2.24155], [0.31942, -2.24496, -4.00655], [0.65816, -0.55962, -4.46066], [2.50084, -3.35403, -4.17753], [1.70922, 2.82120, -0.98074], [4.61574, -0.02198, -0.25275], [3.07273, -0.16844, 0.97109], [3.73479, -2.31426, -0.85887], [2.71610, -1.13660, -2.06989], [0.99544, -0.87655, 0.12245], [1.76874, -2.46226, 0.78816], [1.20913, -3.77658, -1.44948], [-1.38153, 0.16948, 0.19963], [-2.79287, 0.20879, -1.05497], [0.12420, 0.03261, -1.72910], [-1.36866, -0.11202, -2.87940], [-1.41532, -2.80920, -2.28129], [1.21411, -0.11743, -3.75411], [-5.41555, -4.01740, 2.27962], [-5.19308, -4.89007, 1.05845], [-6.41390, -5.54354, 0.67982], [-7.27220, -4.81450, -0.10271], [-7.04989, -3.66553, -0.47466], [-8.50304, -5.64428, -0.46866], [-9.00011, -6.34725, 0.58864], [-8.22933, -6.56219, -1.44012], [-9.53507, -4.88869, -0.93915], [-5.84937, -4.60248, 3.09697], [-4.47308, -3.57866, 2.61927], [-6.11747, -3.20650, 2.06130], [-4.47120, -5.67821, 1.29769], [-4.77694, -4.31610, 0.22235], [2.66690, 0.05725, 5.54238], [1.23603, -0.30855, 5.89039], [0.31743, 0.57217, 5.22607], [-0.00372, 0.24717, 3.93310], [0.44999, -0.72768, 3.34007], [-1.02166, 1.23718, 3.36644], [-0.72709, 2.53247, 3.67399], [-2.27784, 1.00887, 3.84716], [-1.11861, 1.18369, 2.00810], [2.85999, 1.11141, 5.76603], [3.37258, -0.55960, 6.10596], [2.86002, -0.08195, 4.47408], [1.07663, -0.18181, 6.96652], [1.01840, -1.35672, 5.65450], [6.11777, 3.37548, -2.80899], [6.46183, 4.81666, -3.13599], [5.83022, 5.70704, -2.20374], [6.48939, 5.90781, -1.01812], [7.55612, 5.37240, -0.72947], [5.73297, 6.90908, -0.14479], [4.38780, 6.68673, -0.12952], [5.90098, 8.19216, -0.57687], [6.13411, 6.89064, 1.15755], [5.03235, 3.23875, -2.76754], [6.53181, 2.69800, -3.56113], [6.51220, 3.08930, -1.82897], [6.07559, 5.06947, -4.12918], [7.54592, 4.97701, -3.16236], [3.43068, 9.52968, 0.37642], [1.96867, 9.17968, 0.58214], [1.32427, 10.17366, 1.39303], [0.87649, 11.29153, 0.73698], [1.00440, 11.47300, -0.47074], [0.17252, 12.23954, 1.70814], [0.84321, 12.38286, 2.88661], [-1.07766, 11.80094, 2.03350], [0.01598, 13.49710, 1.20676], [3.93098, 9.67457, 1.33936], [3.94506, 8.73717, -0.17446], [3.53666, 10.46548, -0.18123], [1.89156, 8.22978, 1.12184], [1.44623, 9.05007, -0.37281], [-5.77139, -9.36236, -1.70402], [-4.94163, -8.13410, -2.02834], [-3.59855, -8.29489, -1.54765], [-2.74205, -8.98513, -2.36650], [-3.06651, -9.45882, -3.45196], [-1.34130, -9.03985, -1.75631], [-1.35656, -9.31893, -0.42176], [-0.68022, -7.85384, -1.88881], [-0.54561, -9.98519, -2.33126], [-5.73267, -9.58096, -0.63198], [-6.81432, -9.21413, -1.99801], [-5.38636, -10.24571, -2.22302], [-5.36113, -7.26230, -1.51500], [-4.95264, -7.91119, -3.10159]], "forces_ev_per_a": [[-2.2, -2.2, 7.5], [0.7, 2.6, -5.0], [3.3, -1.2, -1.5], [-1.2, 0.5, -0.7], [-0.3, 1.4, 0.3], [1.1, -0.4, 0.6], [0.5, 0.1, 0.2], [-0.4, 1.7, 0.1], [-2.5, -2.8, 3.0], [2.8, 3.0, -4.2], [1.5, -0.4, 0.0], [-0.3, 1.7, -0.3], [0.3, 0.9, 0.2], [-0.5, 0.5, 1.2], [-1.0, 2.1, -1.5], [0.7, -2.0, 2.4], [0.0, 0.1, 0.4], [0.0, -1.8, 0.7], [-2.4, -0.1, 0.2], [1.0, 0.3, -2.4], [-1.9, 1.4, -0.4], [0.7, -1.2, 2.4], [0.6, -2.0, -0.8], [-0.8, 1.2, -2.1], [-1.8, 2.0, 0.6], [-0.8, -1.4, -1.9], [2.0, -1.7, 0.9], [-2.1, -1.5, -0.5], [1.3, -1.5, 1.8], [2.4, 1.1, -0.2], [-0.7, -0.5, -1.2], [-0.3, 0.2, 0.1], [0.9, 0.5, 0.4], [-1.7, 0.4, -1.4], [2.6, 2.0, 0.6], [-1.1, -2.7, 0.6], [-2.3, -1.1, -0.4], [0.7, 0.8, -0.7], [0.3, 0.8, 0.7], [1.4, -0.4, 0.5], [0.1, 0.0, -0.1], [-0.1, -0.1, -0.2], [0.2, -0.1, -0.1], [-0.4, -0.1, -0.1], [-0.3, -0.1, 0.1], [0.1, 0.2, -0.3], [0.6, -0.5, 0.4], [-1.0, -0.1, -1.9], [2.1, -2.3, 1.1], [-1.3, 2.4, 0.8], [-1.7, 1.8, -0.8], [0.1, -1.3, -0.1], [1.3, -0.2, -0.2], [0.5, -0.3, 1.3], [0.0, -0.2, 0.1], [-0.1, 0.1, 0.0], [0.0, -0.1, 0.2], [-0.2, 0.2, -0.3], [-0.1, 0.3, -0.2], [-0.2, 0.0, 0.3], [0.4, -0.7, -0.6], [0.5, 0.9, 1.9], [2.0, -2.1, -1.7], [-2.6, 1.6, -0.2], [-0.9, 1.5, 1.7], [1.1, -0.4, -0.3], [0.4, -1.3, -0.1], [-0.1, -0.3, -1.5], [0.2, 0.0, -0.2], [-0.1, 0.1, 0.1], [0.1, 0.0, -0.2], [-0.1, 0.2, 0.4], [-0.2, 0.1, 0.3], [0.0, 0.3, -0.1], [0.5, -0.5, -0.4], [-1.1, 1.7, -0.4], [1.3, -1.8, -2.4], [-0.6, 0.1, 2.9], [-1.1, 1.8, 1.6], [-0.3, -0.4, -1.2], [1.1, 0.0, -0.6], [0.4, -1.5, 0.1], [-0.1, -0.2, -0.1], [-0.5, 0.6, 0.2], [-0.1, -0.2, 0.0], [-0.2, 0.4, 0.2], [0.0, 0.3, 0.2], [0.2, -0.3, 0.0], [-0.9, 0.0, -0.2], [1.8, -0.7, -0.8], [-2.8, 0.0, -1.6], [1.3, 0.9, 2.5], [2.4, -0.3, 1.0], [-0.4, 0.2, -1.2], [-0.9, -0.8, -0.1], [-1.2, 0.9, 0.3], [-0.1, 0.2, -0.1], [0.2, 0.0, 0.0], [-0.1, 0.2, 0.0], [0.4, -0.1, 0.1], [0.2, -0.2, 0.2]], "lowdin_charge": [-0.06, -0.26, -0.03, -0.08, -0.19, -0.17, -0.34, -0.35, 1.04, -0.44, -0.37, -0.22, -0.17, -0.45, 0.54, -0.44, 0.41, 0.13, 0.13, 0.13, 0.12, 0.06, 0.09, 0.15, 0.13, 0.10, 0.15, 0.11, 0.13, 0.14, 0.03, -0.06, -0.21, 0.00, -0.33, 0.14, -0.47, 0.14, 0.13, 0.14, 0.08, 0.06, 0.08, 0.13, 0.12, -0.06, -0.21, 0.02, -0.32, 0.12, -0.46, 0.15, 0.15, 0.12, 0.09, 0.08, 0.07, 0.13, 0.13, -0.06, -0.21, 0.01, -0.32, 0.15, -0.47, 0.12, 0.13, 0.15, 0.06, 0.09, 0.08, 0.13, 0.13, -0.06, -0.20, 0.01, -0.32, 0.14, -0.47, 0.14, 0.14, 0.14, 0.09, 0.04, 0.09, 0.13, 0.13, -0.06, -0.21, 0.01, -0.32, 0.14, -0.47, 0.14, 0.14, 0.14, 0.09, 0.08, 0.08, 0.11, 0.13]}